[1]
Density functional theory data (wB97M-V/def2-TZVPD) for an isolated molecule of C11H10OS.

Geometry as XYZ:
```
23
Properties=species:S:1:pos:R:3
C -1.7443 2.0972 -0.8470
C -1.2608 0.8829 -0.1107
C -0.2415 0.0997 -0.5216
C 0.5506 0.4103 -1.6824
C 1.5026 -0.4278 -2.1323
C 1.7500 -1.6909 -1.4952
C 1.0806 -2.0380 -0.3920
C 0.1618 -1.0951 0.2919
C 0.9091 -0.3527 1.4353
O 2.0910 -0.1051 1.3589
C 0.0856 -0.0506 2.5906
C -1.2367 0.1709 2.6138
S -2.2877 0.4987 1.2834
H -2.4726 2.6356 -0.2451
H -2.2158 1.8226 -1.7919
H -0.9141 2.7700 -1.0575
H 0.3346 1.3251 -2.2112
H 2.0756 -0.1732 -3.0115
H 2.4673 -2.3589 -1.9473
H 1.2416 -2.9902 0.0914
H -0.7172 -1.6052 0.7002
H 0.6186 -0.0670 3.5344
H -1.7783 0.2419 3.5458
```

relative energy (zero: lowest compared OMol25 entry of this formula, charge and spin): 0.0 kcal per mole
E_HOMO: -7.86 eV
SMILES: CC1=C2C=CC=C[C@H]2C(=O)C=CS1
electronic energy: -898.528501 hartree
multiplicity: 1
Kohn-Sham gap: 0.291 Eh
LUMO energy: 0.1 eV


[2]
Density functional theory data (wB97M-V/def2-TZVPD) for an isolated molecule of C4H8N2O.

Geometry as XYZ:
```
15
Properties=species:S:1:pos:R:3
H 1.9240 0.4829 0.8078
N 1.1688 -0.1777 0.9991
C 0.2635 -0.1369 0.0953
N 0.1427 0.6873 -0.9834
C 1.1573 1.6428 -1.3513
C -0.8866 -1.1296 0.1765
C -1.4243 -1.4424 1.5405
O -1.3587 -1.5711 -0.8521
H -0.5282 0.3839 -1.6736
H 0.8821 2.0960 -2.3054
H 2.1455 1.1753 -1.4614
H 1.2327 2.4442 -0.6053
H -2.0574 -0.5937 1.8319
H -2.0403 -2.3425 1.5063
H -0.6211 -1.5185 2.2751
```

relative energy (zero: lowest compared OMol25 entry of this formula, charge and spin): 26.1 kcal per mole
E_HOMO: -9.31 eV
SMILES: [H]/N=C(\NC)C(C)=O
electronic energy: -341.962014 hartree
multiplicity: 1
Kohn-Sham gap: 0.371 Eh
LUMO energy: 0.8 eV


[3]
Density functional theory data (wB97M-V/def2-TZVPD) for a structure of composition C34H31F6MgN9O7S6.

Geometry as XYZ:
```
94
Properties=species:S:1:pos:R:3
Mg -0.7324 -0.1002 -0.5646
N -1.2919 0.9966 3.1977
C -1.3357 1.8906 2.1819
N -0.9583 1.6821 0.9426
C -1.0294 2.8822 0.2340
C -1.4939 3.9490 0.9173
S -1.8268 3.5114 2.5429
C -0.5762 2.9259 -1.1530
C -0.2418 4.0332 -1.8547
S 0.2580 3.5848 -3.4459
C 0.0004 1.9196 -3.0324
N -0.4202 1.7309 -1.8125
N 0.1718 0.9248 -3.9170
H -1.2341 0.0040 2.9761
H -1.8860 1.2025 3.9879
H -1.6518 4.9494 0.5589
H -0.2311 5.0598 -1.5374
H 0.6848 1.0761 -4.7654
H 0.0155 -0.0229 -3.5820
O -0.3840 -4.0000 -2.5475
S -1.0763 -2.7361 -2.5474
O -2.2472 -2.6414 -1.6943
N -0.1443 -1.4718 -2.2288
C 1.2447 -1.6767 -2.3262
C 1.8706 -2.4877 -3.2491
C 3.2713 -2.5956 -3.3123
C 4.0775 -1.8582 -2.4957
C 3.4863 -0.9548 -1.5859
C 4.2543 -0.0803 -0.7847
C 3.6339 0.8228 0.0240
C 2.2279 0.8338 0.0551
N 1.4835 0.0192 -0.6475
C 2.0792 -0.8733 -1.4866
C -1.6747 -2.4799 -4.2038
C -2.1238 -1.2279 -4.5995
C -2.4933 -1.0254 -5.9192
C -2.4122 -2.0674 -6.8345
C -1.9803 -3.3196 -6.4263
C -1.6052 -3.5303 -5.1054
H 1.2754 -3.0753 -3.9299
H 3.7069 -3.2683 -4.0393
H 5.1554 -1.9311 -2.5514
H 5.3348 -0.1258 -0.8447
H 4.1893 1.5139 0.6405
H 1.7026 1.5301 0.6974
H -2.2043 -0.4291 -3.8737
H -2.8470 -0.0525 -6.2337
H -2.6887 -1.9012 -7.8677
H -1.9304 -4.1351 -7.1355
H -1.2534 -4.4940 -4.7673
F -1.8059 -4.3975 2.4068
C -2.2459 -3.8493 1.2774
F -3.5655 -3.9573 1.2248
F -1.6871 -4.4766 0.2710
S -1.8368 -2.0008 1.3923
O -0.6126 -1.7153 0.6495
O -1.7154 -1.8484 2.8177
N -3.0705 -1.1242 0.9605
S -3.6393 -0.6187 -0.4289
O -2.6117 0.0653 -1.2344
O -4.6220 -1.3841 -1.1072
C -4.6260 0.8213 0.2320
F -4.0697 1.4015 1.2961
F -4.7210 1.7301 -0.7382
F -5.8460 0.4174 0.5633
C 5.2381 -1.4790 3.5708
C 4.7771 -2.4864 4.6158
C 3.2637 -2.6588 4.6724
N 2.5744 -1.4678 5.1410
C 1.9353 -0.5898 4.3644
S 1.7390 -0.7337 2.7242
N 1.3154 0.4770 5.0127
C 1.5241 1.0927 6.2284
O 0.6579 1.7986 6.7018
C 2.8528 0.9326 6.8952
C 2.8940 0.7220 8.2679
C 4.1174 0.6076 8.9104
C 5.2948 0.7299 8.1869
C 5.2536 0.9692 6.8194
C 4.0338 1.0656 6.1718
H 6.3264 -1.4386 3.5299
H 4.8708 -0.4784 3.7966
H 4.8635 -1.7422 2.5818
H 5.1381 -2.1897 5.6058
H 5.2113 -3.4660 4.4022
H 3.0077 -3.4658 5.3618
H 2.8592 -2.9057 3.6910
H 2.5880 -1.2988 6.1346
H 0.4958 0.8123 4.5083
H 1.9662 0.6520 8.8193
H 4.1518 0.4332 9.9770
H 6.2483 0.6454 8.6906
H 6.1717 1.0774 6.2583
H 3.9924 1.2508 5.1064
```

relative energy (zero: lowest compared OMol25 entry of this formula, charge and spin): 21.5 kcal per mole
E_HOMO: -7.80 eV
electronic energy: -5522.382478 hartree
multiplicity: 1
Kohn-Sham gap: 0.290 Eh
LUMO energy: 0.1 eV


[4]
Density functional theory data (wB97M-V/def2-TZVPD) for an isolated molecule of C3H2N2OS.

Geometry as XYZ:
```
9
Properties=species:S:1:pos:R:3
C 1.1159 -0.9355 -0.1862
C 2.8656 1.1620 -0.0737
C 0.1892 0.0309 0.2244
N 1.7671 1.7192 0.1135
N 0.4800 1.4304 0.2299
O 4.0044 0.8801 -0.0914
S 2.3330 -1.8734 0.0805
H -0.7314 -0.0375 -0.2208
H 0.0869 -0.1089 1.2332
```

relative energy (zero: lowest compared OMol25 entry of this formula, charge and spin): 125.9 kcal per mole
E_HOMO (spin up / spin down): -7.18 / -7.17 eV
electronic energy: -698.240493 hartree
multiplicity: 1
Kohn-Sham gap (spin up / spin down): 0.204 / 0.207 Eh
LUMO energy (spin up / spin down): -1.6 / -1.6 eV


[5]
Density functional theory data (wB97M-V/def2-TZVPD) for a structure of composition C7H7N2O6Tc.

Geometry as XYZ:
```
23
Properties=species:S:1:pos:R:3
O -1.2101 3.5847 -2.0021
C -0.7260 2.5542 -1.8645
Tc 0.2784 0.6869 -1.5544
O 0.4111 1.5474 1.3822
C 0.3500 1.1664 0.2769
C -0.2070 -2.5009 0.1181
O -0.0843 -3.5960 0.4544
C 2.0038 -0.2156 -1.4120
O 3.0735 -0.6600 -1.3061
C -1.4826 -0.1402 -1.6274
O -2.5782 -0.5434 -1.6371
H 1.2390 1.5839 -2.4064
C -0.8321 -3.6240 3.7931
N 0.3056 -2.7341 3.7225
C 0.3603 -1.6637 2.8802
N 1.4911 -0.9047 2.9825
O -0.5381 -1.4323 2.0220
H -1.4377 -3.5491 2.8850
H -1.4514 -3.3757 4.6649
H -0.4876 -4.6584 3.9163
H 1.0804 -2.8913 4.3417
H 1.4511 0.0311 2.5938
H 2.1014 -1.0778 3.7742
```

E_HOMO (spin up / spin down): -21.70 / -21.16 eV
electronic energy: -911.355136 hartree
multiplicity: 4
net charge: +3
Kohn-Sham gap (spin up / spin down): 0.264 / 0.190 Eh
LUMO energy (spin up / spin down): -14.5 / -16.0 eV


[6]
Density functional theory data (wB97M-V/def2-TZVPD) for a structure of composition C6H20N2P2Si.

Geometry as XYZ:
```
31
Properties=species:S:1:pos:R:3
C 1.6005 1.8063 0.9893
C 0.3765 2.9296 -1.4539
C 2.7586 1.7853 -1.6171
C -1.8337 -3.0228 2.0314
C -1.7709 -0.1091 1.4436
C -2.2727 -1.9773 -0.5649
N 0.2699 0.1820 -1.1682
N 0.2951 -1.8892 0.7182
Si 1.0577 -1.2998 -0.7285
P 1.1484 1.4173 -0.7969
P -1.2566 -1.7914 0.9037
H 2.3639 1.1269 1.2232
H 1.8777 2.9574 1.0301
H 0.8514 1.6495 1.6602
H 0.2536 2.9191 -2.5533
H -0.6836 3.0046 -1.2472
H 0.9764 3.8550 -1.1647
H 2.7722 1.5334 -2.6629
H 3.1692 2.8507 -1.6105
H 3.7719 1.1987 -1.2990
H -1.3795 -3.9588 1.9659
H -1.6666 -2.9604 3.1652
H -2.9660 -3.2654 2.0520
H -1.2248 0.4764 0.7428
H -2.8139 0.1723 1.4004
H -1.5895 -0.0349 2.5579
H -2.3577 -1.0942 -1.1393
H -1.9793 -2.6653 -1.3315
H -3.4051 -2.4119 -0.4720
H 1.0291 -2.3861 -1.7355
H 2.6276 -0.9980 -0.3382
```

relative energy (zero: lowest compared OMol25 entry of this formula, charge and spin): 0.0 kcal per mole
E_HOMO: -8.26 eV
electronic energy: -1322.302176 hartree
multiplicity: 1
Kohn-Sham gap: 0.331 Eh
LUMO energy: 0.7 eV